Here is C27H31AuF5N3O3S3Si2 as an isolated structure from OMol25. Energies are from wB97M-V/def2-TZVPD.

```
75
Properties=species:S:1:pos:R:3
Au 1.0434 -0.9319 -0.9198
F -5.1572 -3.3180 0.9465
C -4.0759 -3.0277 0.2229
C -3.7750 -1.7127 -0.0833
F -4.5787 -0.7332 0.3460
C -2.6479 -1.4204 -0.8286
F -2.4080 -0.1316 -1.0956
C -1.7828 -2.4065 -1.2955
S -0.3779 -2.0628 -2.3089
C -2.1206 -3.7189 -0.9735
F -1.3490 -4.7295 -1.3725
C -3.2426 -4.0346 -0.2259
F -3.5223 -5.3051 0.0706
O 3.6113 1.0792 -1.5690
C 3.4716 0.9434 -0.3814
N 2.5685 0.0574 0.2140
S 2.7399 0.0307 1.7842
O 3.0412 -1.2405 2.3562
O 1.5578 0.7061 2.5040
C 3.9797 1.2503 1.9309
C 4.5970 1.7493 3.0593
C 5.5643 2.7236 2.8489
C 5.8842 3.1541 1.5626
C 5.2506 2.6265 0.4451
C 4.2839 1.6609 0.6508
H 4.3391 1.4054 4.0512
H 6.0771 3.1553 3.6977
H 6.6426 3.9151 1.4359
H 5.4884 2.9510 -0.5585
C 0.0950 -2.7968 1.9837
Si -0.3719 -1.3313 3.0399
C -2.2249 -1.3884 3.3106
C 0.5113 -1.3610 4.6847
C 0.1209 0.3179 2.1891
Si -0.8399 1.9121 2.6320
C 0.2525 3.3499 2.1516
C -1.2057 2.0247 4.4663
C -2.4443 1.8987 1.6869
H -0.2885 -3.7088 2.4506
H 1.1704 -2.9149 1.8539
H -0.3573 -2.7177 0.9924
H -2.5045 -2.4201 3.5391
H -2.7957 -1.0857 2.4324
H -2.5437 -0.7714 4.1511
H 0.1118 -2.1744 5.2949
H 0.3546 -0.4297 5.2325
H 1.5852 -1.5208 4.5705
H 0.1380 0.2725 1.0957
H 1.0436 3.5185 2.8849
H -0.3514 4.2586 2.0913
H 0.7144 3.1999 1.1729
H -0.3060 2.0095 5.0841
H -1.8736 1.2332 4.8067
H -1.7118 2.9763 4.6509
H -2.2791 2.0109 0.6142
H -3.0694 2.7247 2.0350
H -3.0059 0.9747 1.8475
N 1.1387 1.4873 -3.4327
C 0.0693 1.7900 -2.6890
S 0.2010 2.3490 -1.1046
N -1.1531 1.6293 -3.2440
C -1.4323 1.0772 -4.5221
C -0.9356 1.6788 -5.6735
C -1.2232 1.1312 -6.9152
C -2.0260 0.0038 -7.0128
C -2.5368 -0.5803 -5.8620
C -2.2340 -0.0535 -4.6166
H 2.0350 1.4697 -2.9627
H 1.0280 0.9751 -4.2933
H -1.9071 1.6934 -2.5793
H -0.3387 2.5780 -5.5890
H -0.8318 1.5987 -7.8093
H -2.2548 -0.4174 -7.9827
H -3.1603 -1.4619 -5.9311
H -2.5944 -0.5229 -3.7106
```

Computed properties:
Kohn-Sham gap ... 7.34 eV
Lowest unoccupied orbital energy ... -0.58 eV
Energy above the lowest of the compared OMol25 structures with the same formula, charge and spin ... 2.0 kcal/mol

***

Here is a 23-piece molecular cluster, C27H31BrCl66F3OP overall in a non-equilibrium geometry from OMol25. Energies are from wB97M-V/def2-TZVPD.

```
130
Properties=species:S:1:pos:R:3
C -3.2473 -0.9253 0.2469
C -4.0257 -2.3618 0.0504
C -2.9932 -3.6412 -0.0689
Br -3.6342 -5.3191 0.8116
P -2.5013 -3.8866 -1.9299
C -0.8895 -2.8169 -2.1607
O 0.2104 -3.7857 -2.2866
C 1.4961 -3.2391 -1.8255
F 2.5390 -3.7698 -2.7814
F 1.8536 -3.8322 -0.4911
F 1.6050 -1.7629 -1.8715
H -3.1998 -0.2764 -0.7535
H -3.9090 -0.2799 0.9953
H -2.1305 -1.0410 0.6027
H -4.5898 -2.2959 -0.9845
H -4.8304 -2.5233 0.9171
H -1.9897 -3.3105 0.4780
H -2.1904 -5.2804 -2.1316
H -1.0081 -2.2518 -3.1788
H -0.8419 -2.1295 -1.2142
C -6.7954 -0.5793 2.8058
Cl -6.2877 0.9413 3.5605
Cl -6.6480 -0.4785 1.0429
Cl -5.8416 -1.9342 3.4334
H -7.8455 -0.7533 3.0541
C 4.1954 -1.2854 0.2248
Cl 4.1800 -0.1683 1.6001
Cl 4.7382 -0.4562 -1.2440
Cl 5.2300 -2.6820 0.5692
H 3.1760 -1.6441 0.0610
C 0.4835 -5.3226 2.2625
Cl 2.0789 -5.2965 3.0331
Cl -0.3194 -6.8762 2.5471
Cl -0.5168 -3.9869 2.8580
H 0.6193 -5.1974 1.1852
C -3.8409 -4.5857 6.0584
Cl -3.3332 -3.0651 6.8130
Cl -3.6935 -4.4849 4.2955
Cl -2.8871 -5.9406 6.6860
H -4.8910 -4.7596 6.3067
C -9.7482 -1.2450 -1.8472
Cl -10.2952 -0.5193 -0.3260
Cl -8.0182 -1.6201 -1.7708
Cl -10.6854 -2.7035 -2.2130
H -9.9087 -0.5220 -2.6510
C -0.3338 0.3467 -4.5093
Cl 0.0625 2.0547 -4.7647
Cl -1.3471 0.1519 -3.0689
Cl -1.1441 -0.3239 -5.9352
H 0.5976 -0.2032 -4.3521
C -0.0694 0.2725 2.6461
Cl -0.9047 0.8827 1.2075
Cl 0.5406 1.6155 3.6278
Cl -1.1489 -0.7570 3.6024
H 0.7820 -0.3304 2.3202
C -10.2911 0.1580 5.5974
Cl -9.7834 1.6786 6.3521
Cl -10.1436 0.2588 3.8346
Cl -9.3372 -1.1969 6.2250
H -11.3412 -0.0160 5.8458
C -11.6409 4.8458 8.5357
Cl -11.3750 4.9848 6.7893
Cl -12.4017 3.2943 8.9275
Cl -10.1131 5.0289 9.4140
H -12.3150 5.6481 8.8463
C -0.0780 4.6377 0.6810
Cl 0.3183 6.3457 0.4256
Cl -1.0913 4.4429 2.1214
Cl -0.8883 3.9671 -0.7449
H 0.8534 4.0878 0.8382
C -2.4021 -9.2614 -0.7696
Cl -2.0058 -7.5533 -1.0250
Cl -3.4154 -9.4561 0.6709
Cl -3.2124 -9.9319 -2.1955
H -1.4707 -9.8112 -0.6124
C -4.6775 3.7317 1.3147
Cl -5.2004 4.8721 2.5661
Cl -3.5716 2.5259 1.9948
Cl -6.0771 2.9417 0.5689
H -4.1444 4.2902 0.5410
C 7.6018 1.6163 2.1722
Cl 7.5864 2.7334 3.5476
Cl 8.1446 2.4455 0.7034
Cl 8.6364 0.2198 2.5166
H 6.5824 1.2576 2.0084
C 2.2570 9.1481 -2.1155
Cl 2.6533 10.8561 -2.3709
Cl 1.2437 8.9533 -0.6750
Cl 1.4467 8.4775 -3.5414
H 3.1884 8.5982 -1.9583
C 5.2866 5.0681 0.2314
Cl 4.6398 6.5394 -0.5147
Cl 5.5957 5.3296 1.9565
Cl 4.1723 3.7105 -0.0022
H 6.2343 4.8233 -0.2550
C 4.3951 -4.8984 -5.6187
Cl 5.6383 -5.6476 -4.6025
Cl 4.8916 -3.2701 -6.1103
Cl 4.0643 -5.9035 -7.0397
H 3.4756 -4.8160 -5.0335
C 6.6939 -2.9704 -9.4655
Cl 5.8558 -2.1477 -10.7923
Cl 7.6148 -4.3559 -10.0755
Cl 7.7598 -1.8434 -8.6092
H 5.9444 -3.3386 -8.7604
C 6.8190 -0.4678 5.9027
Cl 5.9837 0.1424 4.4641
Cl 7.4291 0.8752 6.8844
Cl 5.7396 -1.4973 6.8590
H 7.6704 -1.0707 5.5768
C 7.0225 4.8745 7.6028
Cl 7.5302 6.3951 8.3574
Cl 7.1699 4.9753 5.8399
Cl 7.9763 3.5196 8.2304
H 5.9724 4.7005 7.8511
C 3.3114 7.1261 5.4985
Cl 4.3362 8.5413 5.2036
Cl 2.9201 6.3130 3.9736
Cl 4.1067 6.0041 6.6156
H 2.3791 7.4656 5.9569
C 8.0929 -2.2122 -14.5766
Cl 7.4461 -0.7410 -15.3227
Cl 8.4020 -1.9507 -12.8515
Cl 6.9786 -3.5698 -14.8102
H 9.0406 -2.4570 -15.0630
C 0.4512 1.6836 -9.2974
Cl -0.0717 2.8239 -8.0460
Cl 1.5570 0.4777 -8.6172
Cl -0.9484 0.8936 -10.0432
H 0.9842 2.2420 -10.0711
```

Computed properties:
Kohn-Sham gap ... 8.94 eV
Lowest unoccupied orbital energy ... -0.12 eV

***

Here is a 2-piece molecular cluster, C27H31ClF3N3O8 overall in a non-equilibrium geometry from OMol25. Energies are from wB97M-V/def2-TZVPD.

```
73
Properties=species:S:1:pos:R:3
C -2.9580 3.9385 3.9057
C -2.9400 2.9148 2.6282
C -1.8480 3.5058 1.6073
Cl -2.3720 5.1297 0.8440
C -1.4785 2.5086 0.3931
C -2.5674 1.9182 -0.5869
C -4.1373 2.2916 -0.4275
C -4.9494 1.1458 0.3869
O -3.9402 0.3072 1.0362
C -2.2166 0.9578 -1.7818
C -3.3816 0.3917 -2.7529
C -3.4806 1.2448 -4.1165
O -3.4888 2.4985 -4.0751
F -3.5335 0.6447 -5.4184
C -0.6954 0.5979 -1.9949
C 0.3936 1.1956 -1.0152
C 0.0322 2.1208 0.1826
C 1.2255 2.6378 1.1524
C 1.9796 3.9371 0.5932
C 3.5953 4.0187 0.6326
N 1.3426 4.9928 0.1228
C 1.9153 0.7689 -1.3593
O 2.8830 1.5550 -1.2050
C 2.0592 -0.7319 -1.9632
C 3.3372 -1.6635 -1.5632
N 4.2785 -0.9989 -0.6107
C 1.0543 -1.2989 -2.8321
N 1.2844 -2.6935 -3.2770
C 0.8522 -2.9449 -4.6573
O -0.0423 -3.7638 -4.9554
F 1.4268 -2.2216 -5.7596
C 0.7670 -3.7053 -2.3347
O 1.2914 -4.8449 -2.3561
F -0.2532 -3.4666 -1.3697
C -0.2039 -0.3926 -3.1774
O -0.8183 -0.3460 -4.2733
H -3.5246 3.4411 4.7686
H -1.8827 4.1824 4.2075
H -3.4802 4.8956 3.5340
H -2.5596 1.8857 2.9748
H -3.9955 2.8883 2.1910
H -0.9252 3.7792 2.2477
H -4.6497 2.4022 -1.4586
H -4.2579 3.3071 0.0939
H -5.5364 1.6888 1.2274
H -5.6949 0.5610 -0.2531
H -4.3918 0.0090 1.8671
H -3.0303 -0.6653 -3.0750
H -4.3855 0.2693 -2.2216
H 0.8827 2.7577 2.2389
H 1.9889 1.7654 1.1605
H 4.0756 3.1278 1.1675
H 3.9710 4.1084 -0.4415
H 3.9337 4.9802 1.1830
H 0.3201 4.8037 0.1913
H 3.9344 -1.9747 -2.4905
H 2.9538 -2.6237 -1.0308
H 4.9843 -1.6556 -0.2424
H 3.7999 -0.4993 0.1489
O 1.9601 -2.0361 1.5408
C 1.9793 -3.1803 1.9367
O 2.9673 -3.6087 2.7421
C 2.9797 -4.8815 3.4051
C 3.5315 -5.9619 2.4961
C 0.9517 -4.1570 1.4540
H 1.9913 -5.1280 3.7999
H 3.6371 -4.7711 4.2699
H 2.9105 -6.0965 1.6083
H 3.5902 -6.9161 3.0248
H 4.5308 -5.6910 2.1456
H 1.2591 -4.5468 0.4820
H 0.0035 -3.6272 1.3470
H 0.7644 -4.9824 2.1376
```

Computed properties:
Kohn-Sham gap ... 7.42 eV
Lowest unoccupied orbital energy ... -1.73 eV
SMILES ... [H]/N=C(/C)Cc1c2c(c(CC(=O)F)c(CCO)c1[C@@H](Cl)CC)C(=O)C(N(C(=O)F)C(=O)F)=C(CN)C2=O.CCOC(C)=O

***

Here is C27H31IrN4P as an isolated structure from OMol25. Energies are from wB97M-V/def2-TZVPD.

```
64
Properties=species:S:1:pos:R:3
Ir 0.1951 0.0754 -0.0613
C -0.6892 -0.2602 2.8305
C -0.6028 -1.7442 2.5548
C -1.1906 -2.2033 1.2513
C -1.9441 -3.3729 1.2518
C -2.5788 -3.8142 0.1089
C -2.4766 -3.0439 -1.0413
C -1.7028 -1.9106 -1.0053
N -1.0444 -1.5064 0.1026
N 0.2884 0.4849 2.0094
C -0.0096 1.9531 1.9856
C -1.2533 2.2057 1.1716
C -2.1746 3.1774 1.4972
C -3.3190 3.3066 0.7172
C -3.5170 2.4325 -0.3396
C -2.5503 1.4835 -0.6128
N -1.4217 1.3906 0.1008
C 1.6924 0.2215 2.4701
C 2.5769 -0.4117 1.4067
C 3.9114 -0.6440 1.6731
C 4.6759 -1.3468 0.7537
C 4.0790 -1.8108 -0.4101
C 2.7531 -1.5193 -0.6376
N 2.0147 -0.8135 0.2359
H -0.4859 -0.0598 3.8853
H -1.6874 0.1164 2.6007
H -1.1588 -2.2542 3.3410
H 0.4259 -2.1085 2.6479
H -2.0385 -3.9231 2.1779
H -3.1598 -4.7269 0.1178
H -2.9807 -3.3145 -1.9583
H -1.5867 -1.2974 -1.8808
H 0.8510 2.4597 1.5341
H -0.1174 2.3385 3.0021
H -2.0108 3.8165 2.3545
H -4.0566 4.0631 0.9511
H -4.4106 2.4760 -0.9461
H -2.6781 0.7762 -1.4192
H 1.6614 -0.4652 3.3172
H 2.1413 1.1426 2.8419
H 4.3432 -0.2982 2.6035
H 5.7206 -1.5461 0.9527
H 4.6333 -2.3857 -1.1382
H 2.2517 -1.8470 -1.5370
C 0.1549 -0.8665 -3.7147
P 0.4651 0.3742 -2.4354
C -0.4136 1.8493 -3.0380
C 2.1881 0.8798 -2.5076
C 2.5741 1.8558 -1.5830
C 3.8922 2.2773 -1.5203
C 4.8294 1.7298 -2.3904
C 4.4485 0.7630 -3.3112
C 3.1296 0.3282 -3.3690
H 0.5747 -1.8398 -3.4607
H 0.6076 -0.5113 -4.6423
H -0.9142 -0.9724 -3.8950
H 0.0756 2.1746 -3.9574
H -0.3623 2.6611 -2.3142
H -1.4572 1.6341 -3.2646
H 1.8319 2.3363 -0.9408
H 4.1850 3.0497 -0.8215
H 5.8545 2.0741 -2.3634
H 5.1774 0.3509 -3.9962
H 2.8538 -0.4241 -4.0975
```

Computed properties:
Kohn-Sham gap ... 7.11 eV
Net charge ... +3
Lowest unoccupied orbital energy ... -10.44 eV
Energy above the lowest of the compared OMol25 structures with the same formula, charge and spin ... 0.0 kcal/mol

***

Here is C27H31IrNOP2 as an isolated structure in a non-equilibrium geometry from OMol25. Energies are from wB97M-V/def2-TZVPD.

```
63
Properties=species:S:1:pos:R:3
C -2.2300 2.2707 -3.1392
C -1.8673 0.9800 -2.7534
C -0.5004 0.5822 -3.0063
C 0.4600 1.6124 -2.7801
C 0.1081 2.9311 -3.1363
C -1.2321 3.2396 -3.4151
C 1.5838 1.1437 -1.9343
C 2.1202 -0.1198 -2.4901
C 1.0855 -1.0703 -2.7448
C 1.3577 -2.3949 -2.2519
C 2.6720 -2.8538 -2.3186
C 3.7265 -1.9367 -2.5391
C 3.4550 -0.5602 -2.5386
H -3.2935 2.5435 -3.2100
H 0.8865 3.6835 -3.2695
H -1.5190 4.2142 -3.8185
H 2.3299 1.9070 -1.6471
H 2.8877 -3.9221 -2.1771
H 4.7393 -2.3090 -2.6923
H 4.2604 0.1669 -2.6540
N -0.1310 -0.7062 -3.2351
Ir -0.2004 -0.1890 0.9298
C -2.6996 0.0878 -1.8764
H -2.4824 -0.9526 -2.1635
H -3.7710 0.3401 -1.9933
C 0.2589 -3.1085 -1.5267
H -0.6681 -2.9553 -2.0992
H 0.5076 -4.1785 -1.4070
P -2.2988 0.1893 -0.0146
P -0.1178 -2.4183 0.2076
C 1.1874 -3.1514 1.2621
H 0.9826 -2.8736 2.3088
H 1.1886 -4.2471 1.1613
H 2.1633 -2.7415 0.9684
C -1.5746 -3.4950 0.5655
H -1.2189 -4.5299 0.6760
H -2.0729 -3.1703 1.4949
H -2.2844 -3.4415 -0.2754
C -2.7470 1.8905 0.4701
H -3.7568 2.1396 0.1121
H -2.7279 1.9684 1.5673
H -2.0208 2.5976 0.0507
C -3.7161 -0.7863 0.6383
H -3.6109 -0.9517 1.7211
H -4.6447 -0.2277 0.4501
H -3.7754 -1.7619 0.1388
C -0.9078 -0.6902 2.5619
O -1.4118 -1.0789 3.5410
H 0.9676 0.7205 -0.8757
C 1.1711 1.3533 1.1976
C 1.2881 1.6797 2.6636
C 2.4175 1.2345 3.3714
C 2.5979 1.6071 4.7035
C 1.6478 2.4123 5.3468
C 0.5045 2.8123 4.6555
C 0.3210 2.4681 3.3140
H 0.8519 2.2486 0.6442
H 2.1696 1.0400 0.8460
H 3.1220 0.5717 2.8688
H 3.4893 1.2813 5.2400
H 1.8037 2.7291 6.3853
H -0.2547 3.4211 5.1554
H -0.5771 2.7541 2.7653
```

Computed properties:
Multiplicity ... 6
Kohn-Sham gap (spin up / spin down) ... 6.76 / 5.16 eV
Net charge ... +2
Lowest unoccupied orbital energy (spin up / spin down) ... -6.28 / -9.26 eV

***

Here is one molecule with the formula C27H31N7O4 in a non-equilibrium geometry from OMol25. Energies are from wB97M-V/def2-TZVPD.

```
69
Properties=species:S:1:pos:R:3
C -0.7947 -3.6450 -3.9151
H -0.9265 -2.5653 -4.0367
O -0.8061 -4.0252 -2.5566
C 0.1215 -3.4843 -1.7250
C 1.0818 -2.5614 -2.1175
C 1.9484 -2.0264 -1.1686
C 1.9118 -2.4430 0.1541
C 0.9577 -3.3802 0.5367
C 0.0603 -3.8871 -0.3946
H -0.6851 -4.6007 -0.0877
O 0.8152 -3.8441 1.8106
C 1.8180 -3.5313 2.7489
H 1.8602 -2.4580 2.9561
H 2.8016 -3.8675 2.4082
H 1.5474 -4.0665 3.6583
H 2.6009 -2.0086 0.8549
N 2.8079 -1.0088 -1.6032
C 3.3664 -0.0133 -0.8546
O 3.5032 -0.0455 0.3483
C 3.7482 1.1901 -1.7015
H 4.0806 0.8796 -2.6925
H 4.5493 1.7379 -1.2059
C 2.5145 2.1117 -1.8290
C 1.3119 1.3693 -2.2849
N 0.9236 1.1259 -3.5172
N -0.1753 0.3758 -3.4977
C -0.4781 0.1396 -2.2351
C -1.4681 -0.6329 -1.5910
C -1.3928 -0.7607 -0.2441
C -0.3634 -0.0796 0.4969
N 0.5133 0.7047 -0.1002
N 0.4537 0.7558 -1.4267
N -0.2146 -0.2420 1.8278
C 0.8754 0.4118 2.5193
C 0.3533 1.6797 3.2366
N -1.0756 1.5856 3.4648
C -1.9852 2.1930 2.5887
C -1.5982 2.8219 1.4030
C -2.5348 3.4531 0.5957
C -3.8816 3.4507 0.9541
C -4.2655 2.8336 2.1260
C -3.3360 2.2184 2.9420
H -3.6624 1.7742 3.8689
H -5.3056 2.8386 2.4162
H -4.5927 3.9378 0.3079
O -2.2396 4.0930 -0.5724
C -0.8968 4.2079 -0.9684
H -0.4455 3.2314 -1.1653
H -0.9092 4.7827 -1.8931
H -0.2993 4.7386 -0.2192
H -0.5681 2.7967 1.0901
C -1.3941 0.2428 3.9031
C -1.2459 -0.7372 2.7130
H -0.9901 -1.7444 3.0653
H -2.1964 -0.7818 2.1822
H -2.4073 0.1882 4.2959
H -0.7051 -0.0151 4.7111
H 0.8377 1.7674 4.2166
H 0.5827 2.5831 2.6781
H 1.6630 0.6389 1.8030
H 1.2649 -0.2957 3.2581
H -2.0923 -1.3946 0.2721
H -2.2280 -1.1207 -2.1782
H 2.7331 2.9110 -2.5372
H 2.2954 2.5401 -0.8488
H 2.7525 -0.8348 -2.5993
H 1.1457 -2.2211 -3.1391
H -1.6347 -4.1666 -4.3708
H 0.1320 -3.9552 -4.4078
```

Computed properties:
Kohn-Sham gap ... 8.01 eV
Lowest unoccupied orbital energy ... 0.26 eV
Energy above the lowest of the compared OMol25 structures with the same formula, charge and spin ... 0.0 kcal/mol
SMILES ... COc1cc(NC(=O)CCc2nnc3ccc(N4CCN(c5cccc(OC)c5)CC4)nn23)cc(OC)c1